{"formula": "CH3ClOSi", "method": "ωB97M-V/def2-TZVPD", "lumo_ev": [-1.0208, -1.0203], "largest_force_ev_per_a": 3.67, "e_homo_ev": [-9.22, -9.21], "energy_ev": -23530.51654, "charge": 0, "symbols": ["Cl", "Si", "O", "C", "H", "H", "H"], "positions_angstrom": [[2.349159, -0.464676, 0.088753], [0.484694, 0.115711, 0.474091], [-1.857692, -1.325780, 0.346119], [-0.782337, -1.142092, -0.168719], [0.267526, 0.699559, 1.774296], [-0.523011, -1.674971, -1.109307], [-0.035837, 1.945426, -1.106279]], "forces_ev_per_a": [[0.77, -0.28, -0.03], [-1.33, 2.55, -2.28], [0.26, 0.14, 0.08], [-0.37, -0.31, -0.14], [-0.01, 0.02, 0.51], [0.07, 0.02, 0.04], [0.60, -2.13, 1.83]]}

***

{"formula": "C36H46N5", "method": "ωB97M-V/def2-TZVPD", "lumo_ev": -2.6840, "largest_force_ev_per_a": 4.07, "e_homo_ev": -9.17, "energy_ev": -45521.16776, "charge": 1, "symbols": ["N", "N", "N", "N", "N", "C", "C", "C", "C", "C", "C", "C", "C", "C", "C", "C", "C", "C", "C", "C", "C", "C", "C", "C", "C", "C", "C", "C", "C", "C", "C", "C", "C", "C", "C", "C", "C", "C", "C", "C", "C", "H", "H", "H", "H", "H", "H", "H", "H", "H", "H", "H", "H", "H", "H", "H", "H", "H", "H", "H", "H", "H", "H", "H", "H", "H", "H", "H", "H", "H", "H", "H", "H", "H", "H", "H", "H", "H", "H", "H", "H", "H", "H", "H", "H", "H", "H"], "positions_angstrom": [[-0.581592, -0.923804, -5.246750], [-1.848292, -3.517587, 2.510246], [1.211783, 6.385844, 0.682084], [-0.546119, -3.688739, 2.710022], [-1.983219, -2.318539, 1.957839], [2.427953, -2.246849, 1.091605], [2.271315, -2.725897, 3.464840], [3.651047, -2.650638, 3.579211], [1.094080, -0.686428, -1.979812], [-0.353425, -0.337824, 1.226443], [0.891498, 4.195949, 1.643138], [-0.795766, 0.788053, -1.984365], [3.815995, -2.198298, 1.201576], [-0.896586, -5.548308, 4.227575], [-0.379939, -5.894170, 1.804582], [0.284728, -1.690727, -6.112734], [-4.329781, -2.949715, 1.695858], [0.644524, 0.610955, 0.145561], [0.707126, 7.052555, 1.860138], [1.171016, 5.029269, 0.543508], [-3.713562, -1.318534, 3.370374], [1.633524, -2.538431, 2.229165], [-0.516507, -1.934538, -7.407500], [0.321468, 0.267367, -1.312721], [-1.933824, -0.811418, -5.745827], [-1.977572, -1.618167, -7.057949], [0.753241, 2.806746, 1.482868], [0.166618, -2.643214, 2.212059], [1.779990, 7.285481, -0.302956], [-0.266084, -0.525846, -3.976942], [0.887912, -0.996455, -3.329893], [-0.086485, -5.066512, 3.041395], [0.844658, 2.158929, 0.245080], [0.804197, 8.555270, 1.574721], [-1.135959, 0.338995, -3.264072], [1.369165, 4.402590, -0.708797], [4.437544, -2.426382, 2.440353], [-3.379983, -1.808585, 1.984468], [-0.719960, -1.718652, 1.724994], [1.166491, 3.027186, -0.845529], [1.719488, 8.690849, 0.345006], [-3.085826, -0.460203, 3.645641], [4.121240, -2.759574, 4.557582], [0.030460, 0.259461, 2.119444], [-2.657215, -1.220967, -5.016472], [1.353455, 9.432353, -0.374748], [1.308665, 6.795350, 2.749809], [4.431210, -1.968489, 0.325452], [-2.537525, -2.540845, -6.865191], [-2.490064, -1.051532, -7.840926], [1.237386, -1.182019, -6.324186], [1.881563, -1.203722, -1.433492], [0.547807, -2.646351, -5.640470], [-1.963197, -5.434632, 4.015217], [-0.327814, 6.746894, 2.079338], [-5.386604, -2.646066, 1.800104], [5.527991, -2.404199, 2.525481], [1.576223, -1.644313, -3.847263], [-0.167110, -1.260600, -8.191981], [2.732399, 8.978337, 0.657330], [-3.547961, -2.127463, 4.111009], [-0.193329, 8.940590, 1.345737], [1.201861, 7.266480, -1.241656], [-0.630054, -5.003502, 5.141064], [-0.144852, -6.947576, 1.978449], [-1.441179, 1.544604, -1.531542], [-1.251806, 0.062584, 0.683416], [1.944061, -2.084943, 0.129358], [-3.397626, -1.024063, 1.239230], [1.233561, 2.643434, -1.864837], [1.655878, -2.899984, 4.349209], [0.212069, -5.524626, 0.952386], [0.781797, 4.637196, 2.625818], [-0.682177, -6.607270, 4.398754], [-4.770675, -1.011469, 3.440030], [1.635862, 5.030748, -1.568028], [0.543854, 2.201621, 2.362431], [-4.220926, -3.339036, 0.678514], [0.972933, -4.999267, 3.272265], [-0.394174, -2.961166, -7.753236], [-2.072148, 0.650244, -3.726503], [1.650640, 0.185860, 0.385532], [-1.452230, -5.803191, 1.582181], [-2.235139, 0.242916, -5.919582], [2.815351, 7.014063, -0.569189], [-4.157545, -3.777803, 2.399863], [1.200197, 9.090329, 2.439772]], "forces_ev_per_a": [[-0.20, 0.31, -0.28], [1.43, 1.10, 0.21], [0.14, 0.09, -0.04], [-0.94, 0.53, -0.96], [1.67, -0.46, 0.36], [-0.60, -0.29, 0.51], [-0.21, 0.13, -0.10], [0.44, -0.03, -0.29], [-0.06, 0.26, -0.60], [-1.23, 3.87, -0.09], [-0.09, -0.64, -0.23], [-0.15, -0.36, -0.43], [0.18, -0.04, 0.34], [0.20, -0.18, 0.42], [0.21, -0.11, -0.39], [0.31, -0.53, -0.07], [-0.64, -0.73, -0.72], [2.23, -2.09, -1.67], [0.18, 0.00, 0.70], [-0.06, -0.43, -0.06], [0.32, 0.66, 0.98], [1.01, -0.12, 0.16], [0.08, 0.35, 0.16], [-0.16, -0.67, 0.54], [-0.66, 0.41, -0.21], [-0.16, -0.14, 0.45], [-0.01, 0.35, -0.09], [0.45, -0.09, -0.33], [-0.12, 0.34, -0.42], [-0.14, 0.04, 0.16], [-0.27, 0.18, 0.78], [-0.72, 0.05, 0.05], [-0.90, 0.68, 1.06], [-0.25, -0.10, -0.31], [0.35, -0.05, 0.32], [-0.11, -0.29, 0.37], [-0.39, 0.16, 0.00], [-0.28, -0.27, -0.04], [0.19, -0.32, -0.57], [-0.15, -0.53, -0.14], [0.40, -0.28, -0.05], [-0.18, -0.16, 0.07], [-0.12, -0.05, -0.31], [-1.53, -0.77, -0.58], [0.24, 0.14, -0.15], [0.15, -0.13, 0.26], [-0.11, 0.02, -0.17], [-0.31, -0.15, 0.31], [0.09, 0.17, -0.23], [0.10, -0.24, 0.09], [-0.25, 0.06, 0.15], [0.08, 0.41, -0.40], [-0.01, -0.05, -0.01], [0.17, -0.08, 0.16], [0.22, 0.00, -0.09], [0.60, 0.14, 0.01], [-0.44, 0.05, -0.06], [0.02, -0.17, -0.01], [0.03, -0.10, 0.04], [-0.28, 0.03, -0.12], [-0.10, 0.41, -0.43], [0.15, 0.06, 0.09], [0.05, -0.02, 0.19], [-0.18, -0.05, -0.17], [0.03, 0.17, -0.04], [0.23, -0.24, 0.08], [0.05, -0.03, 1.64], [0.12, -0.16, 0.39], [-0.23, 0.18, -0.13], [0.07, -0.12, 0.34], [0.21, 0.05, -0.14], [-0.26, -0.22, 0.18], [-0.03, -0.14, -0.04], [-0.06, 0.16, -0.02], [0.49, -0.11, -0.17], [-0.19, -0.55, 0.28], [0.01, 0.25, 0.03], [0.09, 0.00, 0.12], [0.01, 0.05, -0.09], [0.03, 0.13, -0.06], [0.37, 0.13, 0.16], [-0.63, 0.33, -0.45], [0.34, -0.15, -0.06], [0.26, -0.37, 0.08], [-0.27, -0.04, 0.16], [-0.13, 0.38, -0.27], [-0.15, 0.02, -0.14]]}

***

{"formula": "FHNO2S", "method": "ωB97M-V/def2-TZVPD", "lumo_ev": 4.2692, "largest_force_ev_per_a": 6.02, "e_homo_ev": -3.74, "energy_ev": -19151.58157, "charge": -1, "symbols": ["S", "F", "O", "O", "N", "H"], "positions_angstrom": [[0.607661, -0.107052, 0.439214], [-1.121127, 1.757254, 0.506728], [1.836547, -0.142374, -0.415376], [-0.072844, -1.435532, 0.121587], [-0.313013, 0.847138, -0.403656], [-0.937225, -0.919436, -0.248496]], "forces_ev_per_a": [[4.74, 3.38, 1.51], [0.49, -0.81, -0.09], [0.13, -0.44, 0.64], [-4.71, -2.58, -1.46], [-2.46, 2.29, -0.99], [1.82, -1.83, 0.39]]}

***

{"formula": "C18H12Cl5MnN7O6S2", "method": "ωB97M-V/def2-TZVPD", "lumo_ev": [3.9951, 3.9953], "largest_force_ev_per_a": 0.63, "e_homo_ev": [-0.22, -2.46], "s2": 8.8127, "multiplicity": 6, "energy_ev": -157187.10191, "charge": -2, "symbols": ["Mn", "Cl", "Cl", "Cl", "Cl", "Cl", "S", "S", "O", "O", "O", "O", "O", "O", "N", "N", "N", "N", "N", "N", "N", "C", "C", "C", "C", "C", "C", "C", "C", "C", "C", "C", "C", "C", "C", "C", "C", "C", "C", "H", "H", "H", "H", "H", "H", "H", "H", "H", "H", "H", "H"], "positions_angstrom": [[-0.400574, -0.762028, -0.344121], [-3.311152, -2.883667, 2.051694], [-2.006012, 2.480231, 4.907821], [-3.601488, 0.278615, 6.442378], [-4.285612, -2.404134, 4.996658], [-1.121952, 2.028068, 1.970424], [-0.242438, -3.557806, -0.144074], [-1.020009, -3.089753, -1.951613], [1.796279, 1.692126, 0.147476], [-1.468935, -1.629823, -1.680604], [-1.849209, -0.720377, 0.934229], [-2.190428, -3.877725, -2.267923], [0.017805, -3.084322, -2.966037], [0.435076, -1.872598, 2.645151], [1.793317, 0.905719, -3.572486], [-1.073644, 1.068365, -1.384588], [0.910684, -0.233833, 1.074928], [1.108868, -0.450586, -1.718478], [3.202300, -0.827943, -2.757987], [2.533981, -2.137873, -1.005366], [3.813234, 0.447474, -4.573134], [-0.258339, 1.379704, -2.437094], [0.901519, 0.599134, -2.594950], [-2.638405, 2.735933, -2.070046], [-2.223865, 1.710559, -1.240171], [-3.385100, -1.188398, 4.158071], [2.251170, -0.332050, 3.045032], [1.090537, -0.932114, 2.252236], [1.789070, 0.823814, 0.994494], [-1.955907, 0.773959, 2.811852], [-2.966029, -1.413550, 2.861590], [-2.213745, -0.447696, 2.131490], [-1.780646, 3.106683, -3.128922], [-3.085863, 0.010574, 4.810631], [-0.604635, 2.439440, -3.316978], [2.256710, -1.114940, -1.852547], [-2.374676, 0.981940, 4.121039], [2.785431, 0.769228, 2.149275], [2.880826, 0.175666, -3.582577], [1.852099, 0.033251, 3.992290], [0.072279, 2.678577, -4.124989], [2.844482, 1.752305, 2.614101], [3.762560, 0.538334, 1.721330], [3.270304, -2.722128, -1.365636], [-2.058744, 3.912844, -3.799377], [2.964254, -1.124887, 3.268705], [4.741615, 0.143155, -4.331200], [-2.837799, 1.381652, -0.408603], [3.745307, 1.387007, -4.926352], [1.721667, -2.654596, -0.657898], [-3.586158, 3.228471, -1.899122]], "forces_ev_per_a": [[0.04, -0.49, -0.10], [-0.02, -0.03, 0.00], [0.00, 0.03, 0.03], [0.00, 0.01, 0.02], [-0.02, -0.03, 0.02], [-0.01, -0.02, -0.05], [0.04, 0.17, 0.07], [0.02, 0.12, 0.08], [0.00, -0.06, 0.06], [0.03, -0.01, -0.09], [-0.42, 0.45, 0.15], [-0.01, 0.01, 0.01], [-0.03, -0.06, -0.05], [0.02, 0.08, -0.02], [0.00, 0.04, -0.02], [-0.06, 0.02, 0.06], [0.06, -0.07, 0.09], [0.10, 0.05, -0.06], [0.04, 0.04, -0.02], [0.08, 0.09, -0.02], [0.01, -0.01, -0.01], [-0.01, 0.00, 0.00], [0.00, 0.00, 0.04], [-0.03, 0.00, 0.04], [0.01, 0.04, 0.01], [0.02, 0.06, 0.04], [-0.03, 0.00, 0.00], [0.01, -0.04, -0.02], [0.00, 0.03, -0.08], [-0.05, -0.17, -0.14], [0.08, 0.07, -0.03], [0.17, -0.12, 0.09], [0.03, 0.00, -0.02], [-0.02, -0.08, -0.04], [0.00, 0.02, -0.03], [-0.04, -0.10, -0.03], [0.01, 0.00, -0.01], [-0.01, -0.01, -0.02], [0.01, -0.02, 0.00], [0.00, 0.01, 0.01], [-0.01, 0.00, 0.01], [-0.01, 0.01, 0.01], [0.00, 0.01, 0.01], [0.03, -0.02, -0.01], [0.00, 0.00, 0.00], [0.00, 0.00, -0.01], [0.01, 0.00, 0.00], [0.01, 0.00, 0.00], [0.00, 0.03, -0.02], [-0.06, -0.04, 0.08], [0.02, -0.01, -0.01]]}